Here is C8H20N2OP as an isolated structure at a distorted geometry from OMol25. Energies are from wB97M-V/def2-TZVPD.

XYZ file:
```
32
Properties=species:S:1:pos:R:3:lowdin_charge:R:1
C -2.58 -1.74 1.10 -0.109
C -2.04 -1.33 -0.15 -0.390
C 1.68 -2.84 -0.53 -0.105
C -1.44 0.08 -0.39 -0.155
C 1.48 -1.32 -0.75 -0.252
C 0.83 -0.71 0.53 -0.158
C -0.16 0.50 0.35 -0.323
C 0.37 1.75 -0.23 -0.639
N 1.56 1.71 -0.77 0.131
N 0.57 2.67 1.45 0.116
O -3.37 -1.41 -0.02 0.014
P -0.94 2.82 -1.03 0.947
H -2.54 -2.91 1.35 0.169
H -2.72 -1.03 1.95 0.133
H -1.61 -2.14 -0.71 0.138
H 0.57 -3.24 -0.35 0.116
H 2.16 -3.19 -1.44 0.069
H 2.20 -3.11 0.37 0.063
H -2.23 0.83 -0.26 0.094
H -1.31 0.09 -1.44 0.087
H 2.51 -0.82 -0.71 0.112
H 0.80 -1.36 -1.69 0.146
H 1.57 -0.51 1.20 0.079
H 0.11 -1.51 0.93 0.127
H -0.63 0.72 1.38 0.153
H 1.89 2.48 -1.34 0.128
H 2.21 1.05 -0.32 0.112
H 0.23 2.06 2.17 0.077
H 1.58 2.73 1.57 0.114
H 0.05 3.59 1.63 0.141
H -0.02 3.81 -1.56 -0.066
H -0.78 2.27 -2.28 -0.072
```

Values from the calculation:
Relative energy (zero: lowest compared OMol25 entry of this formula, charge and spin) (eV): 2.481
Net charge: +1
Kohn-Sham gap (Ha): 0.3761
DFT total energy (eV): -22926.5411
Largest force on an atom (eV/A): 5.03
M (g/mol): 191.235